# C4H6N2

A single C4H6N2 molecule in a non-equilibrium geometry (the ωB97M-V functional and the def2-TZVPD basis, OMol25).

Total charge   0
HOMO level   -9.761 eV
F_max   4.6 eV/Å
Relative energy (zero: lowest compared OMol25 entry of this formula, charge and spin)   3.4265 eV
Lowest unoccupied orbital energy   0.0214 Eh
Energy   -7222.16443 eV
Gap between HOMO and LUMO   0.38006 Eh

XYZ file:
```
12
Properties=species:S:1:pos:R:3:forces:R:3
C -0.844531 -0.966689 -0.056294 -2.06 -1.31 1.12
N 0.301356 -1.398313 0.216223 1.09 0.73 -0.57
N 1.358629 -0.516479 -0.180331 0.60 0.54 -0.28
C 1.138345 0.742562 -0.126246 -0.28 -0.31 0.07
C -0.137376 1.320135 0.293973 -3.15 -2.73 2.02
C -1.354251 0.365691 -0.266089 0.10 3.32 0.99
H -1.710699 -1.455506 0.347076 0.18 -2.12 -0.19
H 1.877859 1.511991 -0.269391 1.02 -0.51 -0.48
H -0.102795 1.254413 1.482179 -0.49 0.56 -2.33
H -0.506105 2.210997 -0.108207 0.74 2.09 -0.03
H -2.239026 0.375318 0.502456 1.45 0.59 -1.67
H -1.752249 0.736133 -1.277418 0.79 -0.83 1.35
```
Forces are in eV/Å.

Atom charges from the Mulliken analysis, given in e for atoms 1 to 4: atom 1 (C): 0.07, atom 2 (N): -0.45, atom 3 (N): -0.42, atom 4 (C): 0.05

# C4H6N2

2 unconnected molecules or ions with the total composition C4H6N2 in a non-equilibrium geometry (the ωB97M-V functional and the def2-TZVPD basis, OMol25).

Total charge   0
HOMO level   -10.159 eV
F_max   1.2 eV/Å
Relative energy (zero: lowest compared OMol25 entry of this formula, charge and spin)   2.0656 eV
Lowest unoccupied orbital energy   0.0258 Eh
Energy   -7223.52541 eV
Gap between HOMO and LUMO   0.39909 Eh

XYZ file:
```
12
Properties=species:S:1:pos:R:3:forces:R:3
C 1.590433 0.035718 0.803110 -0.09 0.15 0.06
C 1.043334 1.194126 1.171443 0.15 -0.16 0.00
C 0.089312 1.897228 0.356675 -0.67 0.51 -0.57
N -0.676460 2.488764 -0.282154 0.76 -0.64 0.64
H 1.307260 -0.475452 -0.112771 0.06 0.15 0.17
H 2.309489 -0.451832 1.455028 -0.10 0.09 -0.07
H 1.290718 1.670689 2.114867 0.00 -0.03 -0.12
C -1.549541 -0.925420 -1.202534 0.15 -0.01 0.05
N -0.598064 -1.647465 -0.774026 -0.41 0.01 -0.18
H -1.404567 0.154778 -1.274049 -0.01 -0.15 -0.02
H -2.529289 -1.309512 -1.510181 0.13 -0.01 0.07
H -0.872624 -2.631621 -0.745410 0.02 0.08 -0.04
```
Forces are in eV/Å.

Atom charges from the Mulliken analysis, given in e for atoms 1 to 4: atom 1 (C): -0.59, atom 2 (C): -0.10, atom 3 (C): 0.32, atom 4 (N): -0.44

# C4H6N2

A molecular structure, C4H6N2 in a non-equilibrium geometry (the ωB97M-V functional and the def2-TZVPD basis, OMol25).

Total charge   0
HOMO level   -9.140 eV
F_max   1.1 eV/Å
Relative energy (zero: lowest compared OMol25 entry of this formula, charge and spin)   4.4866 eV
Lowest unoccupied orbital energy   0.0356 Eh
Energy   -7221.10433 eV
Gap between HOMO and LUMO   0.37153 Eh

XYZ file:
```
12
Properties=species:S:1:pos:R:3:forces:R:3
C 1.276300 -0.187346 -0.645336 0.05 0.01 -0.04
C 0.534967 -0.611065 0.593648 0.05 -0.18 -0.41
N -0.388073 0.758418 1.274141 -0.04 0.24 0.05
C -0.937455 -0.409897 0.572325 -0.09 -0.12 -0.02
C -1.598439 -0.078819 -0.685496 -0.43 0.25 -0.91
N -2.106976 0.167538 -1.695268 0.48 -0.26 0.99
H 0.783886 0.575551 -1.268982 0.02 -0.11 0.13
H 2.291346 0.142207 -0.404912 -0.17 -0.06 -0.04
H 1.370449 -1.087579 -1.268713 0.00 0.11 0.13
H 0.551313 0.233484 1.686660 0.04 0.15 0.18
H -0.213148 1.533105 0.635041 0.00 -0.11 0.05
H -1.564171 -1.035598 1.206891 0.07 0.08 -0.12
```
Forces are in eV/Å.

Atom charges from the Mulliken analysis, given in e for atoms 1 to 4: atom 1 (C): -1.00, atom 2 (C): -0.16, atom 3 (N): -0.51, atom 4 (C): 0.17

# C4H6N2

A single C4H6N2 molecule (the ωB97M-V functional and the def2-TZVPD basis, OMol25).

Total charge   0
HOMO level   -9.276 eV
F_max   0.6 eV/Å
Relative energy (zero: lowest compared OMol25 entry of this formula, charge and spin)   3.4140 eV
Lowest unoccupied orbital energy   0.0098 Eh
Energy   -7222.17701 eV
Gap between HOMO and LUMO   0.35068 Eh

XYZ file:
```
12
Properties=species:S:1:pos:R:3:forces:R:3
H 3.161687 -0.175591 1.202866 -0.07 -0.02 -0.07
N 2.255044 -0.065006 0.728863 0.18 0.55 0.11
N 2.099258 1.160658 0.585065 0.01 -0.58 -0.04
C 0.862988 1.518078 -0.055073 -0.24 0.05 -0.09
C 0.015887 0.632650 -0.524892 0.00 -0.14 0.03
C -0.756439 -0.350661 -0.889490 0.16 0.22 0.05
C -1.727275 -1.016958 0.057905 -0.07 -0.06 0.05
H 0.690311 2.588808 -0.098971 0.00 -0.18 0.00
H -0.682468 -0.721458 -1.910588 -0.01 0.08 0.10
H -2.628873 -0.411790 0.196288 0.10 -0.09 -0.05
H -2.029993 -1.993261 -0.327315 0.04 0.13 0.04
H -1.260132 -1.165466 1.035344 -0.10 0.05 -0.12
```
Forces are in eV/Å.

Atom charges from the Mulliken analysis, given in e for atoms 1 to 4: atom 1 (H): 0.23, atom 2 (N): -0.49, atom 3 (N): -0.06, atom 4 (C): -0.52

# C4H6N2

2 unconnected molecules or ions with the total composition C4H6N2 in a non-equilibrium geometry (the ωB97M-V functional and the def2-TZVPD basis, OMol25).

Total charge   0
HOMO level   -9.999 eV
F_max   6.4 eV/Å
Relative energy (zero: lowest compared OMol25 entry of this formula, charge and spin)   4.8072 eV
Lowest unoccupied orbital energy   -0.0002 Eh
Energy   -7220.78376 eV
Gap between HOMO and LUMO   0.36729 Eh

XYZ file:
```
12
Properties=species:S:1:pos:R:3:forces:R:3
C 1.488015 2.508696 2.115442 -0.41 -2.28 -1.91
C 1.146738 0.744730 0.787641 4.79 4.25 0.13
C -0.216389 0.661833 0.466650 -2.01 -0.86 0.34
C -0.769141 -0.032256 -0.780134 0.70 1.79 2.65
N 1.558145 3.422226 2.810998 0.06 0.51 0.41
N 0.557019 -0.169163 1.478114 -1.79 -1.38 0.61
H 2.131492 0.896396 0.288155 -1.12 -0.59 0.40
H -0.829316 1.372169 0.983586 -0.47 0.15 0.05
H -1.407899 -0.818194 -0.499617 -0.91 -0.96 0.16
H 0.055217 -0.335286 -1.301074 1.93 -1.30 -1.75
H -1.240076 0.727455 -1.314857 -1.16 0.96 -1.17
H 0.671788 -1.156373 1.333678 0.39 -0.29 0.10
```
Forces are in eV/Å.

Atom charges from the Mulliken analysis, given in e for atoms 1 to 4: atom 1 (C): -0.07, atom 2 (C): -0.06, atom 3 (C): 0.11, atom 4 (C): -1.32

# C4H6N2

A single C4H6N2 molecule (the ωB97M-V functional and the def2-TZVPD basis, OMol25).

Total charge   0
HOMO level   -8.837 eV
F_max   0.4 eV/Å
Relative energy (zero: lowest compared OMol25 entry of this formula, charge and spin)   0.5617 eV
Lowest unoccupied orbital energy   0.0408 Eh
Energy   -7225.02925 eV
Gap between HOMO and LUMO   0.36555 Eh

XYZ file:
```
12
Properties=species:S:1:pos:R:3:forces:R:3
N -1.204222 0.195018 1.758296 -0.14 0.11 -0.03
C -0.449634 0.185833 0.609574 0.08 0.06 0.02
N 0.360251 1.140079 0.305566 -0.08 -0.33 0.12
C 1.155576 0.645345 -0.799924 0.10 0.01 -0.16
C 0.548917 -0.667603 -1.214021 -0.03 0.01 0.16
C -0.403814 -0.960976 -0.322289 0.09 0.04 -0.07
H -1.252013 1.099034 2.205910 -0.03 -0.11 -0.01
H -2.062459 -0.331929 1.770630 0.07 0.05 -0.08
H 1.283377 1.377034 -1.606245 -0.16 -0.10 0.11
H 2.157217 0.447999 -0.392654 0.07 0.02 -0.21
H 0.876824 -1.271516 -2.053833 -0.04 0.08 0.17
H -1.010019 -1.858317 -0.261011 0.06 0.15 -0.02
```
Forces are in eV/Å.

Atom charges from the Mulliken analysis, given in e for atoms 1 to 4: atom 1 (N): -0.47, atom 2 (C): 0.40, atom 3 (N): -0.62, atom 4 (C): -0.33

# C4H6N2

A single C4H6N2 molecule in a non-equilibrium geometry (the ωB97M-V functional and the def2-TZVPD basis, OMol25).

Total charge   0
HOMO level   -8.350 eV
F_max   4.9 eV/Å
Relative energy (zero: lowest compared OMol25 entry of this formula, charge and spin)   2.9122 eV
Lowest unoccupied orbital energy   0.0334 Eh
Energy   -7222.67873 eV
Gap between HOMO and LUMO   0.34022 Eh

XYZ file:
```
12
Properties=species:S:1:pos:R:3:forces:R:3
C -1.151523 -1.449001 -0.464804 -0.34 -0.98 1.48
C -0.246658 -0.545013 -0.003416 1.00 -0.16 -1.96
C -0.508064 1.007620 -0.047918 -4.26 1.01 -1.51
N 0.636292 1.720571 0.230877 3.41 -2.62 2.38
C 1.476575 0.776458 0.573072 -0.35 0.67 -2.63
N 1.180153 -0.610018 0.338912 -2.46 0.42 -0.16
H -2.075156 -0.898861 -0.601269 -0.30 -0.38 -0.45
H -1.333307 -2.632499 -0.427188 1.30 2.96 -0.05
H -1.224141 1.242971 0.770316 -0.03 -0.22 -0.52
H -0.933852 1.654677 -0.981781 0.28 -2.58 1.49
H 2.436740 1.104805 0.745593 2.28 0.00 0.86
H 1.742940 -1.371711 -0.132394 -0.53 1.90 1.08
```
Forces are in eV/Å.

Atom charges from the Mulliken analysis, given in e for atoms 1 to 4: atom 1 (C): -0.78, atom 2 (C): 0.29, atom 3 (C): -0.28, atom 4 (N): -0.44

# C4H6N2

A single C4H6N2 molecule in a non-equilibrium geometry (the ωB97M-V functional and the def2-TZVPD basis, OMol25).

Total charge   0
HOMO level   -7.821 eV
F_max   4.8 eV/Å
Relative energy (zero: lowest compared OMol25 entry of this formula, charge and spin)   2.2373 eV
Lowest unoccupied orbital energy   0.0370 Eh
Energy   -7223.35363 eV
Gap between HOMO and LUMO   0.32440 Eh

XYZ file:
```
12
Properties=species:S:1:pos:R:3:forces:R:3
N -2.093266 0.127130 -0.161436 -1.51 -2.25 1.89
C -0.651989 0.109167 -0.087603 -0.73 -1.66 -1.20
C 0.226226 1.238178 -0.160125 0.12 -1.69 0.64
C 1.500940 0.731142 -0.120640 0.79 -1.04 0.70
N 1.444245 -0.706842 -0.123360 1.57 0.00 1.07
C 0.059970 -1.083186 -0.174980 1.92 1.12 1.80
H -2.473215 0.472393 0.862513 0.87 -1.63 -3.39
H -2.431273 -0.991833 -0.445844 1.04 4.42 1.68
H -0.089602 2.251131 -0.067782 0.05 0.50 -0.26
H 2.439073 1.335358 0.028569 -1.02 -1.21 -0.43
H 2.267227 -1.365996 0.320144 -3.06 2.50 -1.83
H -0.198339 -2.116637 0.130548 -0.03 0.94 -0.67
```
Forces are in eV/Å.

Atom charges from the Mulliken analysis, given in e for atoms 1 to 4: atom 1 (N): -0.59, atom 2 (C): 0.52, atom 3 (C): -0.52, atom 4 (C): -0.53

# C4H6N2

A molecular structure, C4H6N2 in a non-equilibrium geometry (the ωB97M-V functional and the def2-TZVPD basis, OMol25).

Total charge   0
HOMO level   -10.044 eV
F_max   5.3 eV/Å
Relative energy (zero: lowest compared OMol25 entry of this formula, charge and spin)   4.2738 eV
Lowest unoccupied orbital energy   0.0242 Eh
Energy   -7221.31719 eV
Gap between HOMO and LUMO   0.39332 Eh

XYZ file:
```
12
Properties=species:S:1:pos:R:3:forces:R:3
C 1.667809 1.339027 -0.280903 0.38 0.18 -0.10
C 1.013206 0.540046 0.515289 -4.80 -1.73 -0.72
C -0.772596 -0.028248 0.105638 5.10 1.05 0.82
C -0.929356 -1.500898 -0.082636 -0.21 0.08 0.15
N -1.521909 0.936232 -0.636640 -0.36 0.24 -0.18
N -1.801511 0.851606 0.557787 -0.44 0.23 0.09
H 2.672553 1.648497 -0.031658 0.14 0.09 0.00
H 1.256398 1.711784 -1.202655 -0.19 0.08 -0.20
H 1.319624 0.115609 1.451002 0.35 -0.05 0.24
H -0.873401 -1.750080 -1.140163 0.02 -0.06 -0.10
H -1.894729 -1.833906 0.305338 0.02 -0.05 -0.04
H -0.136086 -2.029671 0.439598 -0.02 -0.06 0.03
```
Forces are in eV/Å.

Atom charges from the Mulliken analysis, given in e for atoms 1 to 4: atom 1 (C): -0.55, atom 2 (C): -0.34, atom 3 (C): 0.93, atom 4 (C): -1.13

# C4H6N2

A single C4H6N2 molecule (the ωB97M-V functional and the def2-TZVPD basis, OMol25).

Total charge   0
HOMO level   -7.380 eV
F_max   0.3 eV/Å
Relative energy (zero: lowest compared OMol25 entry of this formula, charge and spin)   0.3819 eV
Lowest unoccupied orbital energy   0.0346 Eh
Energy   -7225.20901 eV
Gap between HOMO and LUMO   0.30577 Eh

XYZ file:
```
12
Properties=species:S:1:pos:R:3:forces:R:3
N -0.449755 1.277523 1.529394 -0.24 -0.01 0.00
C -0.182398 0.325242 0.534854 0.10 -0.08 -0.14
C -0.128293 -1.047241 0.548718 0.04 0.11 0.09
C 0.370816 -1.444094 -0.731323 0.01 -0.03 -0.12
C 0.585129 -0.320064 -1.478385 -0.08 -0.12 -0.03
N 0.220483 0.758052 -0.693613 0.07 0.10 0.13
H -0.686669 2.178221 1.124781 -0.08 -0.18 0.23
H -1.189449 0.971943 2.149258 0.09 0.13 -0.02
H -0.389164 -1.691454 1.378790 0.08 0.14 -0.14
H 0.559556 -2.456648 -1.056143 -0.07 0.09 0.01
H 0.924276 -0.190937 -2.496432 -0.03 -0.01 0.20
H 0.297261 1.734459 -0.920030 0.11 -0.14 -0.21
```
Forces are in eV/Å.

Atom charges from the Mulliken analysis, given in e for atoms 1 to 4: atom 1 (N): -0.53, atom 2 (C): 0.30, atom 3 (C): -0.57, atom 4 (C): -0.36

Copy entry 9 word for word.
# C4H6N2

A molecular structure, C4H6N2 in a non-equilibrium geometry (the ωB97M-V functional and the def2-TZVPD basis, OMol25).

Total charge   0
HOMO level   -10.044 eV
F_max   5.3 eV/Å
Relative energy (zero: lowest compared OMol25 entry of this formula, charge and spin)   4.2738 eV
Lowest unoccupied orbital energy   0.0242 Eh
Energy   -7221.31719 eV
Gap between HOMO and LUMO   0.39332 Eh

XYZ file:
```
12
Properties=species:S:1:pos:R:3:forces:R:3
C 1.667809 1.339027 -0.280903 0.38 0.18 -0.10
C 1.013206 0.540046 0.515289 -4.80 -1.73 -0.72
C -0.772596 -0.028248 0.105638 5.10 1.05 0.82
C -0.929356 -1.500898 -0.082636 -0.21 0.08 0.15
N -1.521909 0.936232 -0.636640 -0.36 0.24 -0.18
N -1.801511 0.851606 0.557787 -0.44 0.23 0.09
H 2.672553 1.648497 -0.031658 0.14 0.09 0.00
H 1.256398 1.711784 -1.202655 -0.19 0.08 -0.20
H 1.319624 0.115609 1.451002 0.35 -0.05 0.24
H -0.873401 -1.750080 -1.140163 0.02 -0.06 -0.10
H -1.894729 -1.833906 0.305338 0.02 -0.05 -0.04
H -0.136086 -2.029671 0.439598 -0.02 -0.06 0.03
```
Forces are in eV/Å.

Atom charges from the Mulliken analysis, given in e for atoms 1 to 4: atom 1 (C): -0.55, atom 2 (C): -0.34, atom 3 (C): 0.93, atom 4 (C): -1.13

Number 6 is which compound? C4H6N2

What did the second record say?
# C4H6N2

2 unconnected molecules or ions with the total composition C4H6N2 in a non-equilibrium geometry (the ωB97M-V functional and the def2-TZVPD basis, OMol25).

Total charge   0
HOMO level   -10.159 eV
F_max   1.2 eV/Å
Relative energy (zero: lowest compared OMol25 entry of this formula, charge and spin)   2.0656 eV
Lowest unoccupied orbital energy   0.0258 Eh
Energy   -7223.52541 eV
Gap between HOMO and LUMO   0.39909 Eh

XYZ file:
```
12
Properties=species:S:1:pos:R:3:forces:R:3
C 1.590433 0.035718 0.803110 -0.09 0.15 0.06
C 1.043334 1.194126 1.171443 0.15 -0.16 0.00
C 0.089312 1.897228 0.356675 -0.67 0.51 -0.57
N -0.676460 2.488764 -0.282154 0.76 -0.64 0.64
H 1.307260 -0.475452 -0.112771 0.06 0.15 0.17
H 2.309489 -0.451832 1.455028 -0.10 0.09 -0.07
H 1.290718 1.670689 2.114867 0.00 -0.03 -0.12
C -1.549541 -0.925420 -1.202534 0.15 -0.01 0.05
N -0.598064 -1.647465 -0.774026 -0.41 0.01 -0.18
H -1.404567 0.154778 -1.274049 -0.01 -0.15 -0.02
H -2.529289 -1.309512 -1.510181 0.13 -0.01 0.07
H -0.872624 -2.631621 -0.745410 0.02 0.08 -0.04
```
Forces are in eV/Å.

Atom charges from the Mulliken analysis, given in e for atoms 1 to 4: atom 1 (C): -0.59, atom 2 (C): -0.10, atom 3 (C): 0.32, atom 4 (N): -0.44